#A
C2H2N2OS | the ωB97M-V functional and the def2-TZVPD basis

Computed properties:
* net charge: 0
* molar mass: 102.12 g/mol
* SMILES: S=c1nco[nH]1

Element x y z (Å)
H 0.370 1.821 0.744
H 2.622 -1.170 -0.320
C 1.650 -0.684 -0.046
N 0.529 1.046 -0.093
O 1.772 0.562 -0.034
S -2.021 -0.034 -0.047
C -0.287 0.026 0.090
N 0.470 -1.138 0.141

#B
C2H2N2OS | the ωB97M-V functional and the def2-TZVPD basis

Computed properties:
* net charge: 0
* molar mass: 102.12 g/mol

Element x y z (Å)
N -0.057 1.009 -0.050
S 0.635 -1.133 -1.297
H -0.260 1.619 0.630
H -1.699 -0.570 -1.647
N 0.704 -1.238 2.419
C 0.623 -0.099 0.006
C 0.731 -0.742 1.336
O -0.677 1.153 -1.397

Structures ranked by computed energy, the most stable listed first: #A, #B.

#A
C10H16N2NiS2 | the ωB97M-V functional and the def2-TZVPD basis

Computed properties:
* net charge: 0
* multiplicity: 3
* molar mass: 287.08 g/mol

Element x y z (Å)
H -0.113 0.220 -2.947
S -1.961 0.573 0.584
C 3.124 1.591 -1.409
H 1.600 1.980 0.636
C 2.777 0.607 -0.338
S -0.102 -2.060 0.676
H -1.005 1.199 -2.017
H 2.230 0.619 -3.111
H 3.631 0.467 0.301
C -2.440 -0.899 1.425
H 0.427 2.351 -3.455
H 0.610 2.810 -1.738
C 2.283 1.615 -2.657
C 0.777 2.011 -2.481
H -4.380 -0.288 1.764
H 2.766 2.246 -3.385
N -0.061 0.840 -2.139
C -3.042 -3.005 3.137
N 1.616 0.949 0.486
H 2.598 -0.414 -0.736
H 4.169 1.354 -1.637
H 3.208 2.586 -0.910
H -1.139 -3.817 2.586
H -4.903 -2.063 3.388
C -1.541 -1.943 1.638
H -3.327 -3.798 3.826
H 1.626 0.417 1.366
C -3.643 -0.989 2.063
C -1.866 -3.011 2.490
C -3.936 -2.036 2.888
Ni 0.016 -0.113 -0.293

#B
C10H16N2NiS2 | the ωB97M-V functional and the def2-TZVPD basis

Computed properties:
* net charge: 0
* multiplicity: 3
* molar mass: 287.08 g/mol

Element x y z (Å)
H 0.826 -2.792 -0.147
S -0.582 -0.334 2.084
C -2.316 3.831 3.033
H 1.523 -1.027 -3.563
C -1.965 3.497 1.746
Ni -0.183 -0.162 -0.136
C -1.216 1.248 2.431
C 2.527 -0.895 -1.656
N -0.017 -2.254 -0.380
S -1.012 1.968 -0.285
H 1.348 -3.590 -2.084
H 2.053 0.757 -0.494
C -1.600 1.690 3.717
N 1.600 0.191 -1.169
H 1.431 0.771 -2.015
H -1.502 1.045 4.590
H 3.490 -0.417 -1.850
C -0.356 -2.433 -1.762
H -2.108 3.356 5.063
H 0.573 -3.139 -3.515
H 2.693 -1.517 -0.775
C -1.385 2.232 1.441
H -0.751 -1.502 -2.112
C 0.884 -2.713 -2.553
H 2.798 -2.225 -3.324
H -2.110 4.163 0.973
H -1.001 -3.284 -1.976
H -2.779 4.821 3.218
C -2.081 2.916 4.032
C 1.978 -1.672 -2.824
H -0.757 -2.530 0.292

Structures ranked by computed energy, the most stable listed first: #A, #B.

#A
C2H7N4OS | the ωB97M-V functional and the def2-TZVPD basis

Computed properties:
* net charge: +1
* molar mass: 135.17 g/mol

Element x y z (Å)
N 0.314 0.084 0.346
N 2.259 1.693 -0.779
H -0.167 1.498 1.615
H -2.366 -0.072 0.703
N -1.836 -0.697 0.143
H -1.043 -2.751 -0.217
C 2.714 0.596 -0.328
O -0.062 1.423 0.592
H 0.692 -2.528 0.053
H 2.779 2.274 -1.452
S 3.236 -0.711 0.237
C -0.486 -0.872 0.157
H 1.358 2.002 -0.384
H -2.436 -1.396 -0.327
N -0.120 -2.165 -0.319

#B
C2H7N4OS | the ωB97M-V functional and the def2-TZVPD basis

Computed properties:
* net charge: +1
* molar mass: 135.17 g/mol

Element x y z (Å)
H -0.476 -2.308 0.648
H -2.155 1.708 -0.398
S 2.885 0.375 -0.108
N -1.980 0.710 -0.319
H -2.810 0.257 -0.139
H 0.444 2.675 -0.077
N -0.085 0.817 0.241
N 0.388 1.736 -0.435
H -1.712 0.260 -1.272
C 1.692 -0.770 0.404
C 0.305 -0.469 0.324
N -0.678 -1.377 0.571
H 1.845 -1.920 0.395
O 4.037 -0.475 -0.359
H -1.699 -1.220 0.522

Structures ranked by computed energy, the most stable listed first: #A, #B.

#A
C3H6InO3 | the ωB97M-V functional and the def2-TZVPD basis

Computed properties:
* net charge: +3
* molar mass: 204.90 g/mol

Element x y z (Å)
C -0.366 0.066 -0.060
H 1.168 -0.017 -2.172
H -0.760 0.621 3.134
H -0.171 -1.011 2.374
O -0.309 0.701 1.182
O 0.010 1.078 -0.838
H 0.958 0.325 2.708
C 0.495 0.856 -2.127
H 0.996 1.747 -2.527
O -0.609 -1.070 -0.272
In -0.884 -4.073 -0.950
C -0.140 0.085 2.368
H -0.388 0.691 -2.820

#B
C3H6InO3 | the ωB97M-V functional and the def2-TZVPD basis

Computed properties:
* net charge: +3
* molar mass: 204.90 g/mol

Element x y z (Å)
H -2.109 1.235 0.149
C -1.935 0.187 0.467
O 0.550 1.624 0.494
H -2.688 -0.271 -0.190
H -2.137 0.026 1.523
H 0.918 -2.160 -0.055
H 2.711 -1.893 -0.287
In -0.033 4.399 -0.340
O -0.623 -0.314 0.112
H 1.601 -1.489 -1.628
C 0.443 0.393 0.231
O 1.597 -0.222 0.029
C 1.705 -1.514 -0.505

Structures ranked by computed energy, the most stable listed first: #A, #B.

#A
CH5N2S | the ωB97M-V functional and the def2-TZVPD basis

Computed properties:
* net charge: +1
* molar mass: 77.13 g/mol
* SMILES: NC[NH+]=S

Element x y z (Å)
H -0.605 1.158 0.816
C -0.210 0.294 -0.100
N 1.000 -0.400 0.255
N -1.313 -0.748 -0.043
H 0.997 -0.793 1.134
H -2.127 -0.338 0.514
S -1.248 -2.341 -0.040
H 1.540 -0.923 -0.391
H -0.155 0.941 -0.970

#B
CH5N2S | the ωB97M-V functional and the def2-TZVPD basis

Computed properties:
* net charge: +1
* molar mass: 77.13 g/mol

Element x y z (Å)
N -0.564 -0.843 -0.484
H 1.365 -0.141 0.422
H -0.153 2.293 1.102
H -0.769 -0.716 -1.438
H -0.487 -1.853 -0.295
H -1.195 -0.293 0.042
S 1.375 2.117 -1.119
C 1.263 0.907 0.067
N 0.635 1.927 0.493

Structures ranked by computed energy, the most stable listed first: #A, #B.

#A
CsH2O | the ωB97M-V functional and the def2-TZVPD basis

Computed properties:
* net charge: +1
* molar mass: 150.92 g/mol

Element x y z (Å)
Cs -0.491 -0.897 -2.184
H -0.584 0.199 0.527
O 0.373 0.099 0.472
H 0.701 0.599 1.184

#B
CsH2O | the ωB97M-V functional and the def2-TZVPD basis

Computed properties:
* net charge: +1
* molar mass: 150.92 g/mol

Element x y z (Å)
H 0.105 1.056 0.242
O -0.245 0.747 -0.593
Cs 0.050 -1.657 1.030
H 0.090 -0.146 -0.679

Structures ranked by computed energy, the most stable listed first: #A, #B.